No. 1
CH14NaO10 as an isolated structure at a distorted geometry, computed with ωB97M-V/def2-TZVPD.

Geometry as ORCA input:
```
! RIJCOSX wB97M-V def2-TZVPD def2/J DEFGRID3
* xyz -1 1
Na 0.379 -0.343 0.494
C -3.465 -3.963 -0.573
O -3.757 -2.762 -0.940
O -2.337 -4.184 -0.181
O -4.311 -4.796 -0.474
O -0.607 2.517 -4.036
H -0.870 2.902 -3.200
H -1.132 1.721 -4.110
O -2.536 -0.413 4.824
H -3.456 -0.515 4.579
H -2.540 0.284 5.481
O 4.086 -1.620 -2.238
H 4.119 -2.097 -3.067
H 4.963 -1.247 -2.140
O 2.547 -0.205 4.403
H 1.733 -0.181 4.906
H 3.060 -0.902 4.811
O -1.153 -2.765 -5.219
H -1.036 -3.708 -5.331
H -1.456 -2.666 -4.317
O 3.933 3.918 0.964
H 3.717 4.792 0.640
H 3.300 3.758 1.664
O -0.837 3.839 1.005
H -1.793 3.884 1.029
H -0.552 4.752 1.027
*
```

Calculated values
* energy relative to the best compared isomer or geometry (same formula, charge and spin): 0.0 kcal per mole
* frontier orbital gap: 2.342 eV
* electronic energy: -961.08821 a.u.
* highest occupied orbital energy: -1.233 eV

---

No. 2
A 7-piece molecular cluster, CH14O5S overall at a distorted geometry, computed with ωB97M-V/def2-TZVPD.

Geometry as ORCA input:
```
! RIJCOSX wB97M-V def2-TZVPD def2/J DEFGRID3
* xyz 0 1
C 1.158 0.221 -0.876
S 1.475 -1.451 -0.355
H 0.266 0.276 -1.524
H 2.028 0.549 -1.464
H 0.971 0.860 -0.017
H 2.609 0.152 1.712
H -0.370 1.894 0.270
H -1.184 2.160 -1.137
O -0.539 1.561 -0.726
H -0.874 -3.135 -2.463
H -0.043 -2.117 -1.621
O -0.864 -2.224 -2.132
H 3.018 0.748 1.511
H -0.288 2.766 2.034
O 0.009 1.965 1.596
H -0.345 0.502 1.945
H 0.174 -0.840 1.470
O -0.578 -0.463 1.924
H -2.145 -1.548 -0.729
H -1.896 -0.840 0.629
O -2.583 -1.036 -0.047
*
```

Calculated values
* energy relative to the best compared isomer or geometry (same formula, charge and spin): 183.5 kcal per mole
* frontier orbital gap: 4.557 eV
* electronic energy: -820.59075 a.u.
* highest occupied orbital energy: -9.919 eV

---

No. 3
A 6-piece molecular cluster, CH14O5S overall at a distorted geometry, computed with ωB97M-V/def2-TZVPD.

Geometry as ORCA input:
```
! RIJCOSX wB97M-V def2-TZVPD def2/J DEFGRID3
* xyz 0 1
C 0.851 -2.860 -1.517
S -0.368 -1.810 -2.263
H 1.629 -3.270 -2.166
H 0.351 -3.772 -1.185
H 1.433 -2.335 -0.760
H -0.896 -1.203 -1.187
O 0.885 0.797 2.355
H 0.673 1.133 1.467
H 1.323 1.575 2.722
O 1.480 1.156 -2.186
H 2.416 1.145 -2.428
H 1.262 0.206 -2.231
O -1.686 0.538 0.078
H -2.457 0.736 -0.452
H -1.943 0.639 1.010
O -1.862 0.363 2.950
H -1.981 -0.588 3.009
H -0.897 0.477 3.001
O -0.012 2.557 0.278
H -0.775 2.043 -0.018
H 0.574 2.471 -0.477
*
```

Calculated values
* energy relative to the best compared isomer or geometry (same formula, charge and spin): 0.9 kcal per mole
* frontier orbital gap: 9.819 eV
* electronic energy: -820.88183 a.u.
* SMILES: CS.O.O.O.O.O
* highest occupied orbital energy: -9.307 eV